{
  "formula": "C4H11NS",
  "method": "ωB97M-V with the def2-TZVPD basis set",
  "species": ["C", "C", "S", "C", "N", "C", "H", "H", "H", "H", "H", "H", "H", "H", "H", "H", "H"],
  "xyz": [[2.5179, 1.2027, 0.2976], [1.0901, 0.6506, 0.4444], [1.0549, -1.0946, -0.0382], [-0.4647, -1.0843, -1.1376], [-1.5723, -0.3209, -0.6226], [-2.1068, -0.5450, 0.7144], [2.4409, 2.2897, 0.2837], [2.8692, 0.8872, -0.6918], [3.2875, 0.9502, 1.0233], [0.4573, 1.2770, -0.1941], [0.4597, 0.6679, 1.3377], [-0.6619, -2.1641, -1.2355], [-0.1770, -0.6957, -2.1149], [-2.3509, -0.4530, -1.2595], [-1.4359, -0.1363, 1.4702], [-2.4494, -1.5696, 0.8895], [-2.9585, 0.1382, 0.8334]],
  "forces_ev_per_a": [[-0.465, 0.509, 0.041], [-0.369, 0.023, -0.401], [-1.170, 0.077, -0.793], [0.891, -0.792, 0.865], [-0.511, 0.368, -0.246], [-0.134, 0.701, -0.107], [0.188, 0.122, 0.044], [-0.009, 0.095, 0.223], [-0.282, -0.371, 0.227], [0.146, -0.542, -0.551], [1.193, 0.473, 0.705], [-0.035, 0.094, -0.052], [-0.100, 0.079, 0.075], [0.187, 0.264, -0.199], [0.302, -0.739, 0.077], [0.288, -0.009, 0.372], [-0.122, -0.351, -0.281]],
  "e_tot_ev": -16650.8075,
  "e_above_lowest_kcal_mol": 22.73,
  "e_homo_ev": -8.396
}

***

{
  "formula": "C5H9N3O2",
  "method": "ωB97M-V with the def2-TZVPD basis set",
  "species": ["C", "C", "N", "C", "C", "N", "C", "H", "H", "H", "H", "H", "H", "H", "H", "O", "N", "O", "H"],
  "xyz": [[-0.0542, 1.3750, -1.1369], [0.2191, 0.1484, -0.3484], [-0.5676, -0.9924, -0.4338], [-0.0375, -1.8522, 0.4243], [1.0476, -1.3264, 1.0337], [1.2795, -0.0628, 0.4446], [2.3526, 0.7650, 0.9454], [0.4574, 1.3992, -2.1437], [0.1463, 2.3395, -0.6599], [-1.2213, 1.3044, -1.4600], [-0.4618, -2.8929, 0.6286], [1.8976, -1.8968, 1.4510], [2.6679, 1.3929, 0.1533], [2.0692, 1.4100, 1.7821], [3.2328, 0.1130, 1.2786], [-4.4625, 0.6663, -0.2646], [-3.3156, 0.2561, -0.2236], [-3.1334, -0.9425, -0.7993], [-2.1161, -1.2039, -0.6714]],
  "forces_ev_per_a": [[-2.614, 0.019, -2.277], [-0.959, -1.167, -1.107], [0.731, 2.930, -0.214], [-0.127, -2.601, 1.321], [2.219, -0.490, -0.386], [-1.063, -2.113, 1.646], [0.938, -0.507, 0.563], [-0.171, -0.245, 1.113], [-0.125, -0.380, 0.204], [2.777, 0.418, 1.034], [0.616, 1.742, -0.514], [-0.800, 0.727, 0.244], [0.567, 0.682, -0.759], [-0.224, -0.287, -0.043], [-1.397, 0.843, -0.584], [2.393, -1.371, -0.219], [-1.498, 0.763, 0.126], [-0.261, -0.401, 0.084], [-1.002, 1.436, -0.234]],
  "e_tot_ev": -13893.0222,
  "e_above_lowest_kcal_mol": 82.08,
  "e_homo_ev": -9.097
}

***

{
  "formula": "C9H11O2",
  "method": "ωB97M-V with the def2-TZVPD basis set",
  "species": ["C", "C", "C", "C", "C", "C", "C", "H", "H", "H", "H", "H", "H", "H", "H", "C", "C", "O", "O", "H", "H", "H"],
  "xyz": [[2.2835, 1.5680, -0.9815], [0.0051, -0.1823, 1.5581], [0.3642, 0.4158, 2.7684], [0.4715, 0.2299, 0.2915], [1.6580, 0.9972, 0.2025], [1.5907, 1.1948, 2.5887], [2.2483, 1.3974, 1.3516], [-0.7042, -1.1114, 1.4700], [0.0610, 0.0640, 3.7304], [-0.0365, -0.2316, -0.6366], [2.2303, 1.5109, 3.3624], [3.3856, 1.3977, -1.1913], [2.1601, 2.6758, -0.7974], [3.0264, 2.0841, 1.2309], [1.5803, 1.4357, -1.8657], [-3.5336, -1.7413, -2.1472], [-2.1532, -2.1770, -1.4953], [-1.7171, -1.3967, -0.6666], [-1.6483, -3.2524, -1.9069], [-3.1712, -1.1939, -3.0925], [-4.0720, -1.0770, -1.4998], [-4.0289, -2.6077, -2.2738]],
  "forces_ev_per_a": [[-0.880, 1.973, -2.779], [-2.245, -1.719, -0.665], [3.865, 0.541, -2.445], [0.847, -0.740, -1.232], [-1.751, -1.426, 0.180], [-0.473, -1.004, -0.733], [-2.567, -0.460, 2.733], [0.917, 2.208, 0.373], [-0.341, 0.071, 0.357], [0.833, 0.744, 1.742], [-0.053, 0.578, 1.658], [-1.489, -0.240, 0.241], [0.545, -0.770, -0.429], [1.565, 0.698, 0.524], [1.405, -0.288, 0.579], [3.638, 2.598, -0.457], [-1.164, -1.328, -1.489], [0.981, 1.375, 1.673], [-0.371, 0.401, 0.010], [-1.100, -0.942, 1.099], [-0.168, 0.499, 0.265], [-1.996, -2.768, -1.204]],
  "e_tot_ev": -13606.2774,
  "charge": -1,
  "e_above_lowest_kcal_mol": 44.60,
  "e_homo_ev": -4.125
}